Here is a molecular structure, C40H34I2N6O14S4V at a distorted geometry from the Open Molecules 2025 dataset. Energies are from wB97M-V/def2-TZVPD.

As for the net charge: 0. Its maximum force is 1.9 eV/Å. The energy comes out at -6058.547711 Ha. As for the multiplicity: 2. The expectation value of S² is 0.76. As for the gap between HOMO and LUMO (alpha / beta): 4.93 / 5.55 eV. The molar mass is 1255.76 Da.

Element x y z (Å)
V (-1.136, -0.350, 1.046)
I (-6.951, -3.549, 4.699)
C (-5.185, -2.910, 3.808)
C (-3.969, -3.295, 4.351)
C (-2.787, -2.867, 3.760)
I (-0.967, -3.354, 4.625)
C (-2.839, -2.081, 2.618)
O (-1.707, -1.659, 2.004)
C (-4.059, -1.659, 2.094)
C (-4.049, -0.723, 0.923)
N (-3.058, 0.366, 1.142)
C (-3.348, 1.218, 2.324)
C (-2.123, 1.482, 3.160)
C (-2.125, 2.440, 4.164)
C (-0.976, 2.626, 4.908)
C (0.148, 1.855, 4.634)
C (0.078, 0.936, 3.610)
N (-1.037, 0.757, 2.894)
C (-5.234, -2.079, 2.697)
H (-3.933, -3.916, 5.235)
H (-5.040, -0.288, 0.780)
H (-3.756, -1.244, 0.008)
H (-3.048, 1.018, 0.332)
H (-4.093, 0.716, 2.945)
H (-3.767, 2.168, 1.984)
H (-3.012, 3.033, 4.339)
H (-0.951, 3.370, 5.693)
H (1.065, 1.976, 5.192)
H (0.927, 0.324, 3.332)
H (-6.187, -1.756, 2.297)
C (2.810, -3.299, 2.913)
C (2.720, -2.077, 2.008)
S (1.165, -1.987, 1.072)
C (1.684, -2.239, -0.647)
C (1.866, -3.694, -1.053)
S (0.380, -4.698, -0.789)
C (0.949, -5.920, 0.419)
C (1.217, -5.423, 1.838)
S (2.951, -4.892, 2.074)
H (1.969, -3.331, 3.603)
H (3.716, -3.214, 3.517)
H (3.531, -2.078, 1.279)
H (2.819, -1.167, 2.605)
H (2.605, -1.679, -0.814)
H (0.901, -1.766, -1.235)
H (2.687, -4.150, -0.505)
H (2.114, -3.712, -2.115)
H (1.816, -6.447, 0.019)
H (0.130, -6.642, 0.448)
H (1.028, -6.229, 2.548)
H (0.560, -4.591, 2.078)
O (-2.525, -2.148, -1.658)
C (-1.721, -1.263, -1.809)
O (-1.084, -0.759, -0.640)
C (-1.266, -0.581, -2.978)
C (-0.538, 0.714, -2.865)
C (-0.504, 1.407, -4.175)
C (-0.841, 0.844, -5.358)
C (-1.338, -0.472, -5.384)
C (-1.597, -1.139, -4.203)
N (-1.678, -1.081, -6.643)
O (-2.129, -2.217, -6.632)
O (-1.491, -0.433, -7.661)
N (-0.064, 2.779, -4.157)
O (0.260, 3.241, -3.063)
O (-0.029, 3.418, -5.192)
H (-0.978, 1.368, -2.117)
H (-0.751, 1.416, -6.269)
H (-2.090, -2.101, -4.231)
O (1.903, -0.229, -4.060)
C (1.891, 0.248, -2.953)
O (0.819, 0.538, -2.230)
C (3.155, 0.558, -2.196)
C (3.137, 0.886, -0.845)
C (4.324, 1.123, -0.165)
C (5.536, 1.056, -0.834)
C (5.523, 0.736, -2.180)
C (4.361, 0.475, -2.878)
N (6.815, 0.662, -2.897)
O (6.798, 0.266, -4.042)
O (7.812, 0.990, -2.286)
H (2.183, 0.957, -0.336)
H (4.308, 1.371, 0.889)
H (6.477, 1.247, -0.341)
H (4.381, 0.208, -3.925)
O (-3.142, 4.326, -1.877)
S (-2.604, 4.173, -0.565)
O (-3.381, 4.613, 0.566)
N (-2.173, 2.604, -0.280)
C (-0.919, 2.515, 0.088)
O (-0.385, 1.446, 0.541)
C (-0.136, 3.775, -0.034)
C (1.218, 3.984, 0.144)
C (1.719, 5.254, -0.112)
C (0.882, 6.282, -0.533)
C (-0.483, 6.074, -0.703)
C (-0.959, 4.809, -0.441)
H (1.867, 3.175, 0.446)
H (2.778, 5.443, -0.004)
H (1.301, 7.257, -0.744)
H (-1.138, 6.865, -1.041)

Atom charges from the Mulliken analysis, given in e for atoms 1 to 8: V -0.12; I 0.12; C -0.51; C -0.19; C -0.62; I 0.11; C 0.01; O 0.69


Here is a single CClFO molecule at a distorted geometry from the Open Molecules 2025 dataset. Energies are from wB97M-V/def2-TZVPD.

As for the net charge: 0. Its maximum force is 4.6 eV/Å. As for the SMILES: O=C(F)Cl. The energy comes out at -673.392427 Ha. As for the gap between HOMO and LUMO: 12.71 eV. The molar mass is 82.46 Da.

Element x y z (Å)
O (0.838, 0.950, 0.022)
C (0.078, 0.099, -0.044)
F (0.638, -1.266, 0.020)
Cl (-1.553, 0.217, 0.002)

Taken from the Mulliken analysis, the atomic charges in e are: O -0.27; C 0.54; F -0.23; Cl -0.04


Here is a molecular structure, C3HBrI2O at a distorted geometry from the Open Molecules 2025 dataset. Energies are from wB97M-V/def2-TZVPD.

As for the net charge: 0. Its maximum force is 2.2 eV/Å. The energy comes out at -3359.390044 Ha. As for the gap between HOMO and LUMO (alpha / beta): 7.07 / 7.07 eV. The molar mass is 386.75 Da.

Element x y z (Å)
C (-0.535, -2.085, -1.409)
C (-0.298, -0.823, -1.207)
C (0.030, -2.437, 1.201)
O (-0.821, -3.181, -1.645)
Br (-0.133, -0.865, 2.265)
I (-1.936, 0.426, -1.122)
I (-1.109, -4.067, 1.764)
H (0.624, -0.380, -1.216)

Taken from the Mulliken analysis, the atomic charges in e are: C 0.66; C -0.94; C -0.19; O -0.32; Br -0.02; I 0.14; I 0.18; H 0.51


Here is a single C4H4ClNOS molecule at a distorted geometry from the Open Molecules 2025 dataset. Energies are from wB97M-V/def2-TZVPD.

As for the net charge: 0. Its maximum force is 4.8 eV/Å. As for the SMILES: SCc1ocnc1Cl. The energy comes out at -1143.146102 Ha. As for the gap between HOMO and LUMO: 9.95 eV. The molar mass is 149.60 Da.

Element x y z (Å)
S (-2.481, -0.496, -0.511)
C (-1.127, -0.759, 0.638)
C (0.075, 0.047, 0.372)
O (0.005, 1.455, 0.348)
C (1.192, 1.812, -0.288)
N (2.018, 0.870, -0.587)
C (1.242, -0.257, -0.180)
Cl (1.914, -1.812, -0.162)
H (-1.985, -1.138, -1.519)
H (-1.488, -0.689, 1.808)
H (-0.600, -1.903, 0.559)
H (1.235, 2.869, -0.479)

Atom charges from the Mulliken analysis, given in e for atoms 1 to 8: S -0.17; C -0.50; C 0.11; O -0.32; C 0.05; N -0.52; C 0.50; Cl -0.20


Here is 2 unconnected molecules or ions with the total composition C11H15N at a distorted geometry from the Open Molecules 2025 dataset. Energies are from wB97M-V/def2-TZVPD.

As for the net charge: 0. Its maximum force is 5.7 eV/Å. As for the SMILES: Cc1c[nH]c2ccccc12.CC. The energy comes out at -482.784496 Ha. As for the gap between HOMO and LUMO: 8.29 eV. The molar mass is 161.25 Da.

Element x y z (Å)
C (-2.630, 0.734, -1.699)
C (-1.277, 1.175, -1.336)
C (-0.813, 2.559, -1.379)
N (0.484, 2.501, -0.966)
C (0.924, 1.178, -0.783)
C (2.126, 0.618, -0.330)
C (1.907, -0.625, 0.257)
C (0.718, -1.384, 0.176)
C (-0.353, -0.971, -0.607)
C (-0.198, 0.314, -1.126)
H (-3.522, 1.421, -1.099)
H (-2.899, -0.394, -1.631)
H (-2.983, 0.981, -2.767)
H (-1.347, 3.420, -1.925)
H (1.143, 3.265, -1.001)
H (3.171, 1.115, -0.442)
H (2.748, -0.934, 0.892)
H (0.640, -2.447, 0.650)
H (-1.247, -1.510, -0.645)
C (0.560, -2.109, 3.348)
C (-0.788, -2.789, 2.861)
H (1.435, -2.119, 2.490)
H (0.449, -1.022, 3.337)
H (1.061, -2.596, 4.274)
H (-1.131, -3.187, 3.807)
H (-0.513, -3.560, 2.023)
H (-1.453, -2.130, 2.503)

Atom charges from the Mulliken analysis, given in e for atoms 1 to 8: C -1.19; C 0.63; C -0.61; N 0.00; C -0.17; C -0.64; C -0.56; C -0.36


Here is a molecular structure, C15H24O3 at a distorted geometry from the Open Molecules 2025 dataset. Energies are from wB97M-V/def2-TZVPD.

As for the net charge: 0. Its maximum force is 7.7 eV/Å. The energy comes out at -811.513879 Ha. As for the gap between HOMO and LUMO: 9.74 eV. The molar mass is 252.35 Da.

Element x y z (Å)
O (-0.005, 1.661, -3.051)
O (2.113, 0.147, 0.610)
O (-2.042, 3.256, -1.180)
C (-1.861, 0.185, -1.445)
C (-2.848, 1.128, -1.030)
C (0.553, -3.153, 1.492)
C (2.697, -2.643, 0.354)
C (0.181, -0.079, 2.166)
C (1.197, -2.163, 0.571)
C (0.470, -2.016, -0.774)
C (0.451, 0.732, -2.027)
C (0.297, 2.824, 0.313)
C (-0.802, 1.091, 1.702)
C (0.993, -0.646, 0.883)
C (-0.088, -0.756, -0.176)
C (-0.509, 0.490, -0.874)
C (-0.758, 1.655, 0.184)
C (-2.121, 2.151, -0.272)
H (-0.885, 1.487, -3.491)
H (1.833, 0.936, 0.064)
H (-1.537, 3.042, -1.976)
H (-2.109, -0.749, -2.079)
H (-3.857, 1.053, -1.151)
H (0.674, -4.099, 1.167)
H (-0.565, -2.909, 1.500)
H (0.986, -3.094, 2.529)
H (3.420, -1.817, 0.149)
H (2.738, -3.451, -0.351)
H (3.072, -3.118, 1.333)
H (-0.431, -0.873, 2.563)
H (0.893, 0.122, 2.983)
H (-0.466, -2.680, -0.866)
H (0.988, -1.832, -1.708)
H (1.322, 1.059, -1.531)
H (0.495, -0.135, -2.699)
H (-0.099, 3.747, 0.811)
H (0.524, 3.069, -0.748)
H (1.189, 2.531, 0.722)
H (-1.813, 0.731, 1.972)
H (-0.691, 1.957, 2.336)
H (-1.003, -1.167, 0.319)
H (-2.595, 2.325, 0.705)

Atom charges from the Mulliken analysis, given in e for atoms 1 to 8: O -0.65; O -0.73; O -0.61; C -1.23; C -0.95; C -2.23; C -1.61; C -1.21


Here is a molecular structure, C26H26FI2LuN3O6 at a distorted geometry from the Open Molecules 2025 dataset. Energies are from wB97M-V/def2-TZVPD.

As for the net charge: +1. Its maximum force is 2.6 eV/Å. The energy comes out at -3552.947650 Ha. As for the gap between HOMO and LUMO: 7.97 eV. The molar mass is 924.28 Da.

Element x y z (Å)
Lu (0.126, -0.229, 0.685)
C (7.123, 1.589, 2.484)
C (6.147, 1.733, 3.653)
C (6.778, 1.127, 4.899)
C (5.785, 1.053, 6.046)
C (4.608, 0.225, 5.627)
C (3.934, -0.573, 6.518)
C (2.817, -1.306, 6.113)
F (2.182, -2.057, 7.018)
C (2.360, -1.260, 4.829)
C (3.037, -0.457, 3.899)
C (2.543, -0.374, 2.551)
O (1.587, -1.088, 2.102)
C (3.194, 0.572, 1.723)
C (4.314, 1.228, 2.130)
N (4.843, 1.067, 3.354)
C (4.177, 0.280, 4.282)
C (2.605, 0.523, 0.342)
O (3.088, -0.379, -0.380)
O (1.570, 1.182, 0.058)
H (8.114, 1.903, 2.810)
H (6.867, 2.204, 1.623)
H (7.176, 0.545, 2.171)
H (5.934, 2.791, 3.832)
H (7.639, 1.734, 5.174)
H (7.141, 0.124, 4.659)
H (5.446, 2.060, 6.310)
H (6.251, 0.629, 6.935)
H (4.255, -0.635, 7.550)
H (1.492, -1.820, 4.510)
H (4.823, 1.905, 1.463)
O (-1.366, 1.309, -0.409)
C (-2.737, 1.221, 0.042)
C (-3.655, 0.643, -1.024)
C (-3.032, -0.565, -1.735)
C (-2.701, -1.742, -0.855)
C (-3.612, -2.780, -0.698)
C (-3.246, -3.919, -0.006)
C (-1.961, -4.008, 0.504)
C (-1.123, -2.933, 0.329)
N (-1.477, -1.807, -0.311)
H (-1.339, 1.912, -1.155)
H (-3.080, 2.204, 0.366)
H (-2.724, 0.562, 0.908)
H (-3.882, 1.407, -1.772)
H (-4.596, 0.365, -0.544)
H (-2.121, -0.251, -2.242)
H (-3.721, -0.907, -2.507)
H (-4.594, -2.695, -1.144)
H (-3.941, -4.738, 0.121)
H (-1.626, -4.884, 1.039)
H (-0.104, -2.976, 0.712)
O (-0.120, 1.150, 2.355)
C (-0.912, 0.390, 2.968)
C (-1.474, 0.618, 4.348)
C (-2.169, -0.710, 4.634)
C (-2.158, -1.432, 3.287)
O (-2.745, -2.446, 3.020)
N (-1.346, -0.727, 2.392)
H (-2.177, 1.451, 4.293)
H (-0.692, 0.896, 5.053)
H (-3.185, -0.620, 5.010)
H (-1.610, -1.326, 5.340)
I (1.466, -1.130, -1.812)
I (-0.292, -2.304, -3.598)

Atom charges from the Mulliken analysis, given in e for atoms 1 to 8: Lu 1.23; C -1.59; C 0.25; C -0.98; C -1.08; C 1.10; C -0.83; C -0.01


Here is a molecular structure, C9H11FeN3O6 from the Open Molecules 2025 dataset. Energies are from wB97M-V/def2-TZVPD.

As for the net charge: +2. Its maximum force is 0.4 eV/Å. The energy comes out at -2228.513838 Ha. As for the multiplicity: 5. The expectation value of S² is 6.01. As for the gap between HOMO and LUMO (alpha / beta): 9.65 / 8.69 eV. The molar mass is 313.05 Da.

Element x y z (Å)
Fe (-0.756, 0.164, 0.655)
O (2.152, 0.942, 3.503)
C (1.344, 0.500, 2.594)
O (0.288, 1.050, 2.265)
C (1.751, -0.783, 1.927)
C (2.866, -1.565, 2.176)
C (2.998, -2.738, 1.439)
C (2.031, -3.096, 0.502)
C (0.951, -2.245, 0.323)
N (0.842, -1.123, 1.024)
C (-0.257, -2.394, -0.572)
O (-0.351, -3.338, -1.459)
O (-1.175, -1.587, -0.442)
H (1.824, 1.770, 3.898)
H (3.598, -1.276, 2.917)
H (3.851, -3.383, 1.600)
H (2.136, -4.020, -0.051)
H (0.424, -3.918, -1.500)
C (-1.922, 3.072, -3.487)
O (-0.905, 2.344, -2.755)
C (-1.129, 1.813, -1.595)
O (-0.223, 1.170, -1.040)
N (-2.337, 1.968, -1.005)
N (-2.512, 1.406, 0.278)
H (-1.465, 3.291, -4.445)
H (-2.152, 4.001, -2.966)
H (-2.799, 2.443, -3.631)
H (-3.066, 2.550, -1.387)
H (-3.353, 0.830, 0.275)
H (-2.653, 2.151, 0.958)

Atom charges from the Mulliken analysis, given in e for atoms 1 to 8: Fe 0.50; O -0.36; C 0.48; O -0.65; C 0.53; C -0.44; C -0.65; C -0.71